122
Properties=species:S:1:pos:R:3:forces:R:3 method="wB97M-V/def2-TZVPD" gap_ev=9.062 total_energy_ha=-2110.77233 smiles=CC1(C)CCCC(C)(C)N1O.CC(C)O.CC(C)O.CC(C)O.CC(C)O.CC(C)O.CC(C)O.OCCO.OCCO de_lowest_ev=1.544
C -2.7321 1.4400 -0.5954 -0.3 -0.6 1.0
C -2.2056 2.0477 -1.8676 0.8 1.5 0.9
C -2.8967 1.3761 -3.0220 -0.4 0.4 0.0
C -2.4442 3.5581 -1.7818 1.9 0.6 -1.1
C -1.5091 4.4090 -2.6918 0.4 -1.2 -0.4
C -0.0488 4.0457 -2.4148 -0.6 -0.9 0.3
C 0.2020 2.5181 -2.6537 -0.3 1.7 2.0
C 0.1125 2.0920 -4.0879 0.0 1.0 -0.5
C 1.6019 2.2809 -2.1278 1.7 -1.6 -1.4
N -0.7608 1.8249 -1.7798 1.0 -0.3 -0.2
O -0.5276 0.4370 -1.9881 0.6 -1.5 2.4
H -2.6636 0.3511 -0.7826 -0.3 0.2 0.7
H -2.1592 1.7333 0.3353 -0.5 -0.3 -1.2
H -3.7713 1.7695 -0.4757 0.0 -0.4 0.1
H -2.8912 1.9262 -3.9559 0.2 0.0 -0.2
H -2.4676 0.4005 -3.0811 0.3 -0.7 -0.6
H -3.9229 1.2242 -2.7428 -0.7 0.0 0.0
H -3.4640 3.7378 -1.9717 -1.4 0.3 -0.4
H -2.2278 3.9933 -0.8262 0.0 -0.4 1.1
H -1.6797 4.2111 -3.7464 -0.4 0.2 -0.2
H -1.6359 5.4504 -2.4904 -0.4 0.8 0.0
H 0.1764 4.3437 -1.3885 0.0 -0.5 0.3
H 0.7086 4.5679 -2.9720 -0.1 0.5 -0.8
H 0.8623 2.5535 -4.7449 -0.2 0.3 0.3
H -0.8857 2.3030 -4.4829 0.3 -0.4 -0.2
H 0.3885 1.0703 -4.0609 -0.3 -1.3 -0.5
H 1.9952 1.2068 -2.2451 -0.9 1.5 0.2
H 1.8541 2.5652 -1.1132 -0.4 0.3 0.2
H 2.2050 2.8644 -2.8492 0.3 -0.2 0.6
H -0.3075 0.0408 -1.0613 -0.6 0.9 -1.9
C 2.3735 -0.5370 4.6994 0.4 -2.2 1.6
C 1.6012 -0.6384 6.0245 1.3 -0.6 -0.2
C 0.1901 -0.2539 5.8710 -1.4 0.6 -1.2
O 1.6173 -1.9858 6.5289 0.1 0.1 -0.2
H 3.3006 -1.1533 4.7451 -0.9 -0.1 -0.1
H 2.7725 0.4088 4.5907 0.3 2.4 -0.7
H 1.7046 -0.8490 3.9161 0.1 0.0 -0.7
H 2.0758 -0.0216 6.7937 0.1 -0.2 0.0
H -0.2786 -0.3983 6.8398 -0.6 -0.5 -0.2
H -0.2200 -0.8367 4.9711 0.0 0.6 1.6
H 0.0195 0.8138 5.6562 0.4 -0.2 -0.1
H 1.0529 -2.5127 5.9416 0.2 0.1 0.2
C 4.4938 -0.4590 -3.6553 1.7 0.9 -2.6
C 3.0864 -0.7392 -4.0803 -0.7 0.2 0.6
C 2.7320 -0.4545 -5.5666 0.7 -1.1 0.5
O 2.8429 -2.1044 -3.6581 0.5 0.7 -0.7
H 5.2203 -1.1438 -4.1886 -0.9 0.2 1.0
H 4.5776 -0.4936 -2.5809 0.3 0.0 0.2
H 4.8424 0.5233 -4.1168 -0.6 -0.7 1.1
H 2.4370 -0.0877 -3.4434 0.2 -0.4 -0.6
H 1.7316 -0.8166 -5.7359 -0.5 -0.2 -0.1
H 3.4030 -1.0275 -6.2376 -0.2 0.4 0.3
H 2.7358 0.5989 -5.8452 0.3 0.1 0.3
H 1.9274 -2.2581 -3.9035 -0.7 -0.2 0.2
C -1.9764 -2.7423 -4.1290 -1.4 0.5 1.8
C -0.7298 -2.8184 -3.1888 -1.5 0.4 -1.3
C -0.0835 -4.1430 -3.4290 1.3 -1.1 0.4
O 0.1290 -1.7706 -3.5900 1.2 0.0 -0.2
H -2.4276 -1.6937 -4.2250 0.8 -1.4 0.3
H -2.7282 -3.3753 -3.5836 0.2 0.5 -0.9
H -1.8226 -3.1434 -5.1352 0.3 0.0 0.3
H -0.9888 -2.7696 -2.1201 -0.1 0.4 -0.4
H -0.7512 -5.0170 -3.3212 0.1 0.6 0.0
H 0.7765 -4.2981 -2.7748 -0.3 0.0 0.5
H 0.4073 -4.2077 -4.3891 -0.3 0.2 -0.8
H -0.0255 -0.9312 -3.1349 -0.4 -0.1 0.2
C 0.4462 2.7185 1.6787 -0.2 0.4 0.4
C 0.1247 2.1473 3.0053 -0.2 1.0 2.5
C -0.7896 3.1393 3.7880 0.8 -0.3 0.8
O -0.5804 0.9579 2.8772 -1.1 -1.3 0.5
H 1.1995 3.4304 1.9189 0.6 1.1 -0.3
H -0.4184 3.1936 1.2216 0.0 0.0 -0.1
H 0.8956 2.0108 1.0423 0.3 -0.9 -1.0
H 1.0721 1.9618 3.6515 -1.1 0.3 -1.0
H -1.0634 2.6899 4.7568 0.1 0.0 -0.2
H -1.7315 3.3120 3.2589 0.3 0.2 -0.2
H -0.2557 4.0726 4.0590 -0.4 -0.3 -0.5
H -1.1325 0.7874 3.6848 0.6 0.0 -1.2
C 5.0759 0.5842 0.4436 0.7 0.9 -0.8
C 4.5245 1.1913 1.7215 -1.4 -1.7 1.6
C 4.7995 2.6105 2.2110 2.4 -1.1 1.2
O 3.0573 1.1398 1.4961 2.0 -0.5 -0.1
H 4.8682 -0.4925 0.3359 -0.2 0.5 0.2
H 6.1534 0.7100 0.3152 0.1 -0.1 0.5
H 4.6823 1.1332 -0.4343 -0.2 -0.4 0.4
H 4.8148 0.4773 2.6145 -0.7 1.1 -1.5
H 4.7954 3.3018 1.4181 0.4 1.0 -1.1
H 5.7950 2.6193 2.8187 -1.7 0.3 -1.2
H 4.0122 2.9602 2.8702 -0.1 -0.3 0.4
H 2.7400 1.6939 2.1889 -0.9 0.5 0.7
C -4.3285 -3.9127 0.8887 0.2 0.4 0.8
C -2.9390 -3.3690 1.2810 -1.2 -1.3 1.5
C -2.0651 -4.5288 1.8185 -0.5 0.1 0.1
O -2.4178 -2.7994 0.1177 0.8 0.9 -0.1
H -4.2375 -4.7447 0.2511 0.4 -0.7 -1.7
H -5.0227 -3.1668 0.4915 0.3 -0.1 -0.2
H -4.8231 -4.4314 1.6914 -0.2 0.3 1.1
H -3.1017 -2.6830 2.1590 0.5 0.0 -1.1
H -2.4907 -5.0873 2.6468 -0.7 0.2 0.2
H -1.1374 -4.1899 2.2410 0.7 0.4 -0.2
H -1.8973 -5.2843 1.0690 0.3 -0.1 -0.6
H -1.5463 -2.3810 0.2851 -0.5 -0.2 0.1
O 1.5128 -2.7895 -1.0029 -0.6 0.2 0.1
C 1.7026 -2.3543 0.3349 0.0 -0.5 0.5
C 1.2518 -0.9417 0.7055 0.2 -0.8 1.1
O -0.1769 -0.8166 0.7607 -0.2 0.0 -0.5
H 2.1532 -2.4301 -1.6508 -0.2 0.1 0.5
H 1.1675 -3.0408 1.0403 0.2 0.2 -0.9
H 2.7654 -2.4789 0.5665 0.1 0.3 0.3
H 1.6929 -0.2640 0.0097 0.1 0.8 -0.7
H 1.6973 -0.6900 1.6957 -0.4 -0.3 -0.7
H -0.4597 -0.1557 1.4342 0.6 -0.3 -0.2
O -5.0952 0.2212 1.5408 -0.2 0.0 -0.4
C -5.2469 -0.7925 2.5141 -0.6 -1.1 -0.1
C -4.3426 -0.4066 3.6546 0.8 0.2 -0.6
O -2.9958 -0.4876 3.1832 0.9 -0.2 0.9
H -4.4578 -0.0476 0.8815 0.2 -0.1 -0.4
H -6.2907 -0.8555 2.7429 -0.8 0.7 0.8
H -5.1457 -1.8300 2.1250 0.9 0.7 0.1
H -4.3019 -1.0078 4.5671 -0.6 0.0 -0.2
H -4.5621 0.6476 3.8734 -0.1 -0.2 0.3
H -2.8698 -0.2577 2.2617 -0.4 0.3 -0.2